Entry from the OMol25 dataset: a structure of composition C53H56Ge2N2RhS4Te (the ωB97M-V functional and the def2-TZVPD basis).

## Properties
ΔE to the lowest compared entry with this formula, charge and spin   119.99 kJ/mol
Orbital gap (spin up / spin down)   5.86 / 5.90 eV

Geometry as ORCA input:
```
! wB97M-V def2-TZVPD RIJCOSX def2/J DEFGRID3
* xyz -1 5
Rh 0.491 -2.305 -1.651
C 6.780 -1.502 0.620
C 5.435 -1.490 1.300
C 4.684 -2.652 1.419
C 3.457 -2.657 2.071
C 2.692 -3.944 2.235
C 2.961 -1.460 2.604
C 3.704 -0.280 2.490
C 3.189 1.035 3.015
C 4.934 -0.317 1.843
C 1.661 -1.485 3.338
C 1.718 -1.559 4.727
C 0.559 -1.660 5.475
C -0.661 -1.694 4.823
C -0.742 -1.614 3.432
C 0.431 -1.483 2.668
Ge 0.412 -1.379 0.639
S 0.821 -4.888 -0.886
S -1.204 0.257 0.198
Ge 0.379 0.867 -1.299
S 0.215 -0.349 -3.115
S 2.071 0.157 0.045
C 0.415 2.794 -1.840
C 1.599 3.338 -2.359
C 1.599 4.623 -2.894
C 0.433 5.371 -2.931
C -0.734 4.841 -2.408
C -0.753 3.561 -1.857
C -2.044 3.078 -1.285
C -2.341 3.304 0.062
C -1.317 3.899 0.989
C -3.579 2.909 0.558
C -4.515 2.278 -0.245
C -5.860 1.866 0.295
C -4.192 2.036 -1.575
C -2.975 2.432 -2.110
C -2.639 2.136 -3.547
C 2.890 2.591 -2.303
C 3.374 1.897 -3.414
C 2.661 1.892 -4.741
C 4.573 1.197 -3.301
C 5.303 1.187 -2.124
C 6.565 0.376 -2.004
C 4.831 1.925 -1.045
C 3.640 2.629 -1.116
C 3.142 3.401 0.076
C -2.127 -1.688 2.879
C -2.655 -2.909 2.450
C -1.800 -4.142 2.349
C -4.005 -2.981 2.105
C -4.827 -1.868 2.156
C -6.284 -1.948 1.777
C -4.282 -0.658 2.572
C -2.954 -0.554 2.953
C -2.400 0.763 3.426
H 6.884 -2.374 -0.027
H 7.582 -1.533 1.362
H 6.918 -0.603 0.019
H 5.060 -3.578 0.997
H 3.253 -4.785 1.829
H 1.729 -3.906 1.721
H 2.485 -4.134 3.291
H 2.165 0.949 3.367
H 3.214 1.784 2.221
H 3.810 1.389 3.843
H 5.503 0.603 1.744
H 2.690 -1.551 5.209
H 0.606 -1.727 6.555
H -1.580 -1.801 5.389
H 2.524 5.028 -3.289
H 0.437 6.366 -3.359
H -1.649 5.423 -2.416
H -0.688 4.629 0.482
H -0.666 3.098 1.355
H -1.792 4.372 1.850
H -3.805 3.087 1.605
H -5.931 2.064 1.364
H -6.032 0.801 0.129
H -6.662 2.413 -0.206
H -4.905 1.519 -2.211
H -3.480 1.659 -4.053
H -1.779 1.464 -3.604
H -2.377 3.049 -4.085
H 1.740 2.470 -4.707
H 2.400 0.872 -5.019
H 3.309 2.307 -5.518
H 4.936 0.641 -4.160
H 6.958 0.115 -2.987
H 6.363 -0.552 -1.463
H 7.335 0.924 -1.457
H 5.395 1.931 -0.117
H 3.915 3.465 0.843
H 2.271 2.900 0.509
H 2.835 4.410 -0.203
H -0.997 -4.136 3.086
H -1.332 -4.202 1.360
H -2.395 -5.046 2.485
H -4.409 -3.936 1.784
H -6.561 -2.964 1.496
H -6.501 -1.284 0.936
H -6.919 -1.635 2.609
H -4.913 0.225 2.607
H -3.161 1.542 3.370
H -1.555 1.054 2.799
H -2.039 0.693 4.454
Te 2.683 -3.720 -1.663
N -5.395 -2.899 -3.944
C -4.146 -2.957 -3.357
C -3.031 -3.415 -4.064
C -1.801 -3.419 -3.442
N -1.607 -3.001 -2.190
C -2.666 -2.550 -1.520
C -3.939 -2.519 -2.051
H -5.535 -3.474 -4.756
H -6.180 -2.855 -3.318
H -3.128 -3.754 -5.088
H -0.923 -3.782 -3.963
H -2.488 -2.174 -0.524
H -4.760 -2.148 -1.451
*
```

Atom charges from the Mulliken analysis, given in e for atoms 1 to 6: -0.438 -1.628 1.006 -1.139 1.321 -1.384